Run i
# C4H6FN

C4H6FN in the gas phase (ωB97M-V with the def2-TZVPD basis set, the OMol25 dataset).

LUMO energy ... 0.71 eV
Frontier orbital gap ... 12.60 eV

Bonds (Å) are listed after each position.
Atoms and positions in Å:
1 C 1.27348 -0.02497 0.20553  C2 1.533, H7 1.159, H8 1.035, H9 1.139
2 C 0.03888 0.87690 0.09960  C1 1.533, C3 1.466, F4 1.411, C5 1.833
3 C -1.24566 0.17888 -0.00908  C2 1.466, H10 1.100, H11 1.121, H12 1.135
4 F -0.04741 1.91832 1.04812  C2 1.411
5 C 0.32313 1.91769 -1.38252  C2 1.833, N6 1.140
6 N 0.44288 2.67251 -2.22857  C5 1.140
7 H 1.98730 0.60977 0.86176  C1 1.159
8 H 0.94532 -0.90296 0.64555  C1 1.035
9 H 1.79668 -0.20861 -0.78950  C1 1.139
10 H -1.52327 -0.22060 -0.99541  C3 1.100
11 H -2.11336 0.88451 0.06507  C3 1.121
12 H -1.39114 -0.50496 0.88510  C3 1.135

=====

Run ii
# C4H6FN

C4H6FN in the gas phase (ωB97M-V with the def2-TZVPD basis set, the OMol25 dataset).

LUMO energy ... 0.40 eV
Frontier orbital gap ... 11.48 eV

Bonds (Å) are listed after each position.
Atoms and positions in Å:
1 N 2.75908 -0.69170 0.18031  C2 1.299
2 C 1.55549 -0.21603 0.07429  N1 1.299, C3 1.475
3 C 0.61824 0.73161 -0.55791  C2 1.475, C4 1.481, H7 1.101, H8 0.995
4 C -0.59634 1.01950 0.23975  C3 1.481, C5 1.566, H9 1.181, H10 1.225
5 C -1.38525 -0.25899 0.68347  C4 1.566, F6 1.489, H11 1.155, H12 1.027
6 F -1.95095 -0.81215 -0.57828  C5 1.489
7 H 1.31895 1.55781 -0.75186  C3 1.101
8 H 0.37986 0.36063 -1.45033  C3 0.995
9 H -1.36846 1.76941 -0.24742  C4 1.181
10 H -0.41590 1.83673 1.13384  C4 1.225
11 H -2.13689 -0.12693 1.54995  C5 1.155
12 H -0.68545 -0.90291 1.07060  C5 1.027

=====

Least stable structure among those shown: run ii.